DFT (wB97M-V/def2-TZVPD) results for a cluster of 4 separate species, C4H18N2O3S in total at a distorted geometry.

Last columns: bonded neighbours and bond lengths (Å).
Element x y z (Å)
1 N -0.80 -1.64 1.12  C2 1.478, H8 1.016, H9 1.014
2 C 0.50 -1.40 1.77  N1 1.478, C3 1.531, H10 1.091, H11 1.079
3 C 0.98 0.02 1.47  C2 1.531, N4 1.458, H12 1.094, H13 1.097
4 N 0.69 0.49 0.12  C3 1.458, C5 1.444, H14 1.013
5 C 1.83 1.02 -0.58  N4 1.444, C6 1.521, H15 1.097, H16 1.092
6 C 1.53 1.28 -2.05  C5 1.521, S7 1.850, H17 1.082, H18 1.091
7 S 0.46 2.78 -2.28  C6 1.850, H19 1.335
8 H -1.18 -2.51 1.49  N1 1.016
9 H -1.45 -0.94 1.48  N1 1.014
10 H 0.44 -1.45 2.86  C2 1.091
11 H 1.18 -2.14 1.39  C2 1.079
12 H 2.04 0.00 1.70  C3 1.094
13 H 0.44 0.69 2.16  C3 1.097
14 H 0.17 -0.20 -0.42  N4 1.013
15 H 2.71 0.37 -0.53  C5 1.097
16 H 2.14 1.96 -0.12  C5 1.092
17 H 2.41 1.39 -2.66  C6 1.082
18 H 0.93 0.48 -2.48  C6 1.091
19 H 0.31 3.06 -0.98  S7 1.335
20 O -2.40 1.20 1.97  H21 0.963, H22 0.965
21 H -1.97 1.51 1.17  O20 0.963
22 H -2.33 1.84 2.69  O20 0.965
23 O 0.23 -1.94 -2.32  H24 0.968, H25 0.963
24 H 0.72 -1.84 -1.49  O23 0.968
25 H -0.34 -2.71 -2.15  O23 0.963
26 O -2.87 -0.70 -1.25  H27 0.967, H28 0.961
27 H -3.73 -0.43 -1.59  O26 0.967
28 H -2.63 -0.16 -0.49  O26 0.961

- E_LUMO (eV) = 0.46
- Kohn-Sham gap (eV) = 8.98
- max |F| (eV/A) = 1.122
- M (g/mol) = 174.3
- SMILES string = NCCNCCS.O.O.O

---

DFT (wB97M-V/def2-TZVPD) results for a cluster of 5 separate species, C4H18N2O6 in total at a distorted geometry.

Last columns: bonded neighbours and bond lengths (Å).
Element x y z (Å)
1 N -0.10 -1.04 -1.95  C2 1.363, H9 1.002, H10 0.993
2 C -0.16 0.27 -1.60  N1 1.363, O3 1.237, N4 1.359
3 O 0.32 1.16 -2.31  C2 1.237
4 N -0.89 0.61 -0.50  C2 1.359, C5 1.460, H11 1.006
5 C -1.30 -0.21 0.64  N4 1.460, C6 1.520, H12 1.091, H13 1.089
6 C -2.50 0.45 1.30  C5 1.520, C7 1.538, H14 1.091, H15 1.094
7 C -2.17 1.80 1.97  C6 1.538, O8 1.434, H16 1.067, H17 1.090
8 O -2.62 2.90 1.17  C7 1.434, H18 0.961
9 H -0.85 -1.66 -1.73  N1 1.002
10 H 0.60 -1.37 -2.58  N1 0.993
11 H -1.18 1.57 -0.45  N4 1.006
12 H -0.52 -0.23 1.41  C5 1.091
13 H -1.51 -1.21 0.26  C5 1.089
14 H -2.98 -0.22 2.02  C6 1.091
15 H -3.29 0.64 0.57  C6 1.094
16 H -1.12 1.97 2.06  C7 1.067
17 H -2.71 1.85 2.91  C7 1.090
18 H -3.55 2.79 0.93  O8 0.961
19 O 1.55 -0.66 1.34  H20 0.964, H21 0.961
20 H 1.86 -0.89 0.46  O19 0.964
21 H 2.33 -0.53 1.89  O19 0.961
22 O 1.29 -3.37 -0.33  H23 0.959, H24 0.971
23 H 1.35 -3.40 0.62  O22 0.959
24 H 1.71 -2.54 -0.63  O22 0.971
25 O 2.76 -1.33 -1.84  H26 0.968, H27 0.967
26 H 3.43 -0.86 -1.33  O25 0.968
27 H 2.45 -0.63 -2.43  O25 0.967
28 O 3.00 1.21 -0.67  H29 0.967, H30 0.976
29 H 2.62 1.69 0.07  O28 0.967
30 H 2.20 1.23 -1.24  O28 0.976

- E_LUMO (eV) = 0.35
- Kohn-Sham gap (eV) = 9.95
- max |F| (eV/A) = 1.933
- M (g/mol) = 190.2
- SMILES string = NC(=O)NCCCO.O.O.O.O

---

DFT (wB97M-V/def2-TZVPD) results for a cluster of 5 separate species, C4H18N2O6 in total at a distorted geometry.

Last columns: bonded neighbours and bond lengths (Å).
Element x y z (Å)
1 N 0.99 -1.55 1.47  C2 1.475, H9 1.009, H10 1.016
2 C -0.21 -2.41 1.56  N1 1.475, C3 1.521, H11 1.089, H12 1.088
3 C -0.72 -2.63 0.15  C2 1.521, N4 1.455, H13 1.107, H14 1.094
4 N -1.26 -1.37 -0.33  C3 1.455, C5 1.495, H15 1.014
5 C -1.16 -1.35 -1.82  N4 1.495, C6 1.520, H16 1.089, H17 1.087
6 C 0.26 -1.14 -2.31  C5 1.520, O7 1.204, O8 1.344
7 O 0.51 -1.11 -3.48  C6 1.204
8 O 1.18 -0.65 -1.45  C6 1.344, H18 0.975
9 H 1.46 -1.45 2.36  N1 1.009
10 H 1.63 -2.01 0.82  N1 1.016
11 H -1.05 -2.00 2.11  C2 1.089
12 H 0.10 -3.30 2.10  C2 1.088
13 H 0.09 -3.02 -0.50  C3 1.107
14 H -1.43 -3.46 0.07  C3 1.094
15 H -0.77 -0.53 -0.07  N4 1.014
16 H -1.65 -2.27 -2.14  C5 1.089
17 H -1.78 -0.54 -2.22  C5 1.087
18 H 0.99 -0.73 -0.50  O8 0.975
19 O 0.42 4.84 0.72  H20 0.966, H21 0.960
20 H 0.42 3.90 0.96  O19 0.966
21 H 0.61 4.81 -0.22  O19 0.960
22 O -0.62 1.43 0.49  H23 0.968, H24 0.960
23 H -0.66 1.02 1.37  O22 0.968
24 H -1.51 1.72 0.25  O22 0.960
25 O 1.67 2.60 -0.18  H26 0.964, H27 0.966
26 H 1.43 1.68 -0.34  O25 0.964
27 H 2.12 2.80 -1.00  O25 0.966
28 O -1.39 1.32 3.26  H29 0.964, H30 0.965
29 H -1.70 0.88 4.06  O28 0.964
30 H -0.58 1.75 3.56  O28 0.965

- E_LUMO (eV) = 0.18
- Kohn-Sham gap (eV) = 9.46
- max |F| (eV/A) = 2.273
- M (g/mol) = 190.2
- SMILES string = NCCNCC(=O)O.O.O.O.O

---

DFT (wB97M-V/def2-TZVPD) results for a cluster of 5 separate species, C4H18O4 in total at a distorted geometry.

Last columns: bonded neighbours and bond lengths (Å).
Element x y z (Å)
1 C -5.06 1.23 2.91  C2 1.634, H5 1.125, H6 1.122, H7 1.205
2 C -4.60 2.73 2.44  C1 1.634, C3 1.471, H8 1.038, H9 1.028
3 C -3.15 2.92 2.35  C2 1.471, C4 1.602, H10 1.090, H11 1.077
4 C -2.27 1.60 2.10  C3 1.602, H12 0.967, H13 1.068, H14 1.164
5 H -5.21 0.45 2.12  C1 1.125
6 H -6.05 1.17 3.44  C1 1.122
7 H -4.21 0.76 3.63  C1 1.205
8 H -4.96 3.41 3.13  C2 1.038
9 H -5.07 2.89 1.53  C2 1.028
10 H -2.70 3.63 1.66  C3 1.090
11 H -2.78 3.46 3.21  C3 1.077
12 H -1.58 1.86 1.48  C4 0.967
13 H -2.87 0.75 1.88  C4 1.068
14 H -1.73 1.23 3.06  C4 1.164
15 O 5.14 -4.10 -1.61  H16 1.015, H17 0.917
16 H 4.58 -3.43 -1.09  O15 1.015
17 H 5.33 -3.56 -2.32  O15 0.917
18 O 3.42 0.75 -1.69  H19 0.910, H20 0.863
19 H 2.72 1.26 -1.40  O18 0.910
20 H 3.62 0.83 -2.52  O18 0.863
21 O -0.08 -2.47 -1.49  H22 1.039, H23 0.994
22 H 0.40 -1.99 -2.28  O21 1.039
23 H -0.89 -2.78 -1.97  O21 0.994
24 O 4.47 -1.52 -3.41  H25 1.058, H26 0.972
25 H 3.43 -1.48 -3.60  O24 1.058
26 H 4.77 -0.61 -3.22  O24 0.972

- E_LUMO (eV) = -0.04
- Kohn-Sham gap (eV) = 10.66
- max |F| (eV/A) = 7.124
- M (g/mol) = 130.2
- SMILES string = CCCC.O.O.O.O